C46H92Br6O18 | the ωB97M-V functional and the def2-TZVPD basis

Last column: Mulliken charge in e.
Element x y z (Å)
C: -2.73 -1.38 -2.97  -0.660
C: -1.37 -0.77 -3.13  0.340
O: -1.25 0.42 -3.27  -0.527
C: -0.18 -1.69 -3.07  -0.132
H: -3.08 -1.59 -3.99  0.572
H: -3.43 -0.66 -2.55  -0.175
H: -2.75 -2.32 -2.42  -0.086
H: 0.47 -1.40 -3.90  0.407
H: -0.49 -2.72 -3.22  0.215
H: 0.33 -1.65 -2.10  0.013
C: -1.67 4.98 -3.98  -0.951
C: -1.66 4.86 -2.47  0.645
O: -1.48 5.81 -1.75  -0.595
C: -1.81 3.44 -1.98  0.654
H: -1.55 6.02 -4.31  0.389
H: -2.65 4.67 -4.35  0.394
H: -0.85 4.44 -4.45  -0.085
H: -1.77 3.37 -0.90  -0.558
H: -1.02 2.84 -2.42  -0.212
H: -2.77 3.05 -2.31  0.243
C: -1.37 2.24 5.17  -0.385
C: -2.83 2.13 4.82  0.324
O: -3.68 2.00 5.68  -0.610
C: -3.20 2.31 3.38  0.125
H: -1.13 3.21 5.60  0.318
H: -0.76 2.12 4.27  -0.249
H: -1.06 1.42 5.82  0.306
H: -2.68 3.15 2.92  0.209
H: -4.27 2.48 3.26  0.379
H: -2.97 1.37 2.85  -0.416
C: -0.88 -6.07 -0.50  -1.189
C: -0.47 -4.70 -0.94  0.534
O: -1.25 -3.78 -0.89  -0.212
C: 0.92 -4.54 -1.50  -0.888
H: -0.50 -6.86 -1.15  0.467
H: -1.97 -6.15 -0.45  0.127
H: -0.53 -6.29 0.52  0.208
H: 1.45 -3.78 -0.92  -0.149
H: 0.81 -4.20 -2.53  0.469
H: 1.51 -5.45 -1.51  0.482
O: 3.60 -2.43 -1.94  -0.192
C: 4.26 -2.05 -2.87  0.274
O: 5.23 -2.76 -3.45  -0.370
C: 5.55 -4.00 -2.81  -0.051
C: 4.73 -5.14 -3.38  -0.925
C: 4.05 -0.74 -3.55  -0.279
H: 5.46 -3.92 -1.73  0.078
H: 6.61 -4.14 -3.01  0.409
H: 3.70 -5.07 -3.03  0.001
H: 5.16 -6.12 -3.17  0.415
H: 4.74 -5.07 -4.47  0.314
H: 3.16 -0.77 -4.17  0.119
H: 4.90 -0.36 -4.13  0.512
H: 3.85 0.05 -2.82  -0.159
O: -5.04 -1.09 -0.08  -0.044
C: -5.53 -0.01 -0.38  0.092
O: -6.82 0.19 -0.60  -0.271
C: -7.71 -0.91 -0.60  0.053
C: -9.11 -0.45 -0.99  -1.442
C: -4.70 1.23 -0.54  -0.643
H: -7.79 -1.33 0.40  0.153
H: -7.39 -1.72 -1.27  0.255
H: -9.77 -1.32 -1.02  0.394
H: -9.07 0.09 -1.94  0.351
H: -9.46 0.29 -0.27  0.242
H: -3.78 1.18 0.05  -0.126
H: -5.21 2.14 -0.24  0.565
H: -4.43 1.28 -1.60  0.394
O: 0.83 3.58 2.99  -0.539
C: 0.68 4.29 2.02  0.309
O: 1.62 5.11 1.57  -0.374
C: 2.89 5.09 2.25  0.701
C: 3.63 6.36 1.95  -1.522
C: -0.57 4.29 1.20  0.738
H: 3.38 4.21 1.82  -0.390
H: 2.81 4.86 3.31  0.345
H: 3.55 6.58 0.88  0.327
H: 4.67 6.29 2.24  0.375
H: 3.16 7.22 2.44  0.361
H: -0.44 4.69 0.19  0.141
H: -1.32 4.89 1.71  0.580
H: -0.96 3.27 1.14  -1.080
O: 1.21 -5.19 2.00  -0.673
C: 1.14 -4.05 2.39  0.370
O: 0.40 -3.69 3.44  -0.229
C: -0.59 -4.53 3.98  -0.637
C: -1.98 -3.95 3.79  -0.376
C: 1.89 -2.91 1.79  0.498
H: -0.41 -4.64 5.06  0.311
H: -0.58 -5.57 3.63  0.390
H: -2.79 -4.57 4.14  0.449
H: -2.23 -3.63 2.78  -0.211
H: -2.02 -2.98 4.31  0.222
H: 1.22 -2.07 1.61  -0.657
H: 2.39 -3.26 0.89  -0.006
H: 2.61 -2.54 2.52  0.510
O: 5.61 2.04 0.70  -0.367
C: 6.70 1.69 1.07  0.787
O: 7.28 0.52 0.76  -0.389
C: 6.60 -0.32 -0.18  -0.184
C: 5.80 -1.39 0.52  0.113
C: 7.63 2.53 1.91  -1.374
H: 7.38 -0.73 -0.82  0.363
H: 5.97 0.28 -0.85  0.252
H: 5.33 -2.11 -0.15  -0.328
H: 4.97 -0.90 1.03  -0.452
H: 6.33 -1.89 1.34  0.498
H: 8.58 2.57 1.38  0.407
H: 7.73 2.10 2.91  0.308
H: 7.26 3.54 1.97  0.280
O: -1.30 1.26 0.25  0.099
C: -0.81 0.18 0.47  -0.406
O: 0.47 -0.10 0.20  0.915
C: 1.24 0.96 -0.35  0.589
C: 2.69 0.63 -0.19  0.091
C: -1.53 -1.02 0.99  1.121
H: 0.97 1.92 0.11  -0.743
H: 0.85 1.20 -1.35  0.056
H: 2.83 0.31 0.85  -0.356
H: 3.34 1.51 -0.31  0.685
H: 3.07 -0.14 -0.85  -0.683
H: -0.87 -1.51 1.71  -0.120
H: -1.69 -1.72 0.16  -0.442
H: -2.45 -0.75 1.50  -0.595
O: 3.63 2.56 -3.98  -0.625
C: 2.58 2.95 -3.56  0.677
O: 1.39 2.66 -4.09  -0.108
C: 1.30 1.89 -5.29  0.167
C: 1.32 2.79 -6.50  -1.336
C: 2.42 3.75 -2.28  -0.388
H: 0.46 1.20 -5.26  0.138
H: 2.19 1.24 -5.31  0.148
H: 0.45 3.46 -6.46  0.236
H: 1.12 2.24 -7.42  0.425
H: 2.24 3.36 -6.54  0.335
H: 1.63 4.49 -2.36  0.286
H: 3.40 4.17 -2.07  0.440
H: 2.16 3.08 -1.46  -0.397
Br: 1.32 -0.09 3.98  -0.106
C: 2.61 1.27 4.54  -0.707
C: 3.55 1.60 3.40  0.069
Br: 4.90 2.88 4.05  -0.167
H: 3.13 0.88 5.41  0.628
H: 2.04 2.12 4.90  0.307
H: 3.01 2.04 2.58  -0.387
H: 4.11 0.72 3.10  0.397
Br: -8.32 0.88 2.53  -0.166
C: -6.50 0.55 3.14  -0.080
C: -6.30 -0.94 3.24  -0.102
Br: -4.39 -1.24 3.63  -0.060
H: -6.38 1.02 4.11  0.513
H: -5.78 0.97 2.45  -0.296
H: -6.44 -1.46 2.30  -0.341
H: -6.88 -1.42 4.02  0.539
Br: -5.25 -4.72 2.31  -0.149
C: -4.15 -4.13 0.81  0.558
C: -4.92 -4.28 -0.49  -0.217
Br: -5.16 -6.17 -0.97  -0.166
H: -3.26 -4.74 0.74  0.254
H: -3.85 -3.10 0.98  -0.569
H: -4.30 -3.82 -1.26  -0.040
H: -5.89 -3.80 -0.47  0.370

Output
- HOMO level: -9.3 eV
- ΔE to the lowest compared entry with this formula, charge and spin: 0.0 kJ/mol
- Total charge: 0
- Kohn-Sham gap: 9.66 eV